(1)
Below is C32H31BBrN8O5Ti as an isolated structure, with properties calculated with ωB97M-V/def2-TZVPD.

Structure (ORCA input):
```
! wB97M-V def2-TZVPD RIJCOSX def2/J DEFGRID3
* xyz 0 2
Ti -0.174 1.142 0.901
C -1.508 5.062 1.197
C -1.808 3.721 1.580
N -0.645 3.018 1.780
N 0.391 3.886 1.548
C -0.106 5.090 1.137
B 1.894 3.466 1.574
N 2.510 2.779 0.342
C 2.892 3.353 -0.841
C 3.200 2.340 -1.738
C 3.001 1.102 -1.044
N 2.606 1.345 0.226
N 1.844 2.426 2.808
C 2.854 2.064 3.649
C 2.670 0.654 3.983
C 1.503 0.257 3.324
N 0.943 1.332 2.664
H -2.146 5.882 0.882
H -2.741 3.286 1.932
H 0.574 5.897 0.853
H 2.575 4.364 1.967
H 2.970 4.463 -0.875
H 3.420 2.490 -2.791
H 3.050 0.081 -1.451
H 3.540 2.825 3.993
H 3.208 0.055 4.679
H 1.012 -0.661 3.255
C -4.196 0.408 -0.495
C -2.818 1.004 -0.469
O -1.973 0.721 0.496
C -2.412 1.881 -1.473
C -3.301 2.329 -2.491
C -2.935 3.298 -3.366
C -1.640 3.779 -3.335
C -0.669 3.242 -2.479
C -1.041 2.266 -1.553
O -0.056 1.691 -0.857
H -4.288 -0.722 -0.559
H -4.732 0.766 -1.371
H -4.813 0.726 0.389
H -4.345 1.950 -2.526
H -3.707 3.739 -3.991
H -1.392 4.531 -4.070
H 0.387 3.510 -2.539
C -2.081 0.184 3.451
O -1.022 -0.293 2.598
C -1.300 -1.539 1.979
C -2.203 -2.533 2.447
C -2.174 -3.796 1.874
Br -3.413 -5.152 2.302
C -1.275 -4.093 0.850
C -0.488 -3.105 0.274
C -0.493 -1.789 0.867
O 0.248 -0.788 0.443
C 0.141 -3.461 -0.950
N 0.001 -4.658 -1.554
C 0.577 -4.569 -2.777
C 0.658 -5.425 -3.842
C 1.184 -4.987 -5.081
C 1.657 -3.697 -5.223
C 1.580 -2.754 -4.151
C 1.046 -3.208 -3.001
N 0.796 -2.540 -1.780
H -2.054 -0.429 4.376
H -2.997 0.207 2.816
H -1.830 1.207 3.769
H -2.995 -2.416 3.218
H -1.270 -5.099 0.429
H 2.749 -2.815 1.171
H 0.258 -6.444 -3.811
H 1.372 -5.695 -5.907
H 2.091 -3.324 -6.158
H 1.997 -1.762 -4.316
H 0.945 -1.557 -1.533
C 3.029 -4.157 2.506
O 2.151 -3.503 1.524
H 2.673 -5.169 2.657
H 2.783 -3.636 3.450
H 4.060 -4.042 2.238
*
```

## Properties
⟨S²⟩: 0.759
LUMO energy (alpha / beta) in eV: -0.9 / -1.1
Calculated total energy in Ha: -5500.71662
Orbital gap (alpha / beta) in eV: 6.092 / 6.056
Energy above the lowest of the compared OMol25 structures with the same formula, charge and spin in eV: 2.035

Electronic structure analysis, Löwdin charges in units of e: Ti 1.055; C -0.037; C -0.090; N -0.054; N -0.018; C -0.054; B -0.500; N -0.029; C -0.101; C -0.084; C -0.137; N 0.069; N -0.009; C -0.026; C -0.022; C -0.087; N -0.072; H 0.096; H 0.116; H 0.128; H 0.112; H 0.134; H 0.088; H 0.108; H 0.116; H 0.077; H 0.095; C 0.018; C -0.256; O -0.111; C -0.098; C -0.015; C -0.097; C -0.048; C 0.023; C -0.260; O -0.151; H 0.126; H 0.047; H 0.111; H 0.116; H 0.111; H 0.108; H 0.115; C -0.040; O -0.256; C -0.182; C -0.050; C -0.701; Br 0.730; C -0.084; C -0.092; C -0.268; O -0.167; C -0.235; N 0.157; C -0.246; C -0.034; C -0.113; C -0.113; C -0.043; C -0.184; N 0.178; H 0.111; H 0.107; H 0.091; H 0.111; H 0.103; H 0.081; H 0.109; H 0.102; H 0.095; H 0.104; H 0.139; C -0.107; O -0.137; H 0.074; H 0.074; H 0.069

---

(2)
Below is a 18-piece molecular cluster, C23H70INO23 overall, with properties calculated with ωB97M-V/def2-TZVPD.

Structure (ORCA input):
```
! wB97M-V def2-TZVPD RIJCOSX def2/J DEFGRID3
* xyz 0 1
O 2.016 2.882 3.589
N 2.156 3.068 2.366
O 2.414 1.914 1.751
C 1.264 1.224 1.208
C -0.202 1.385 1.216
C -0.991 2.620 1.944
C -2.585 2.746 1.542
O -3.515 1.799 1.741
I -3.279 4.655 0.629
C -0.753 0.078 0.365
O -1.991 -0.379 0.173
O 0.351 -0.700 -0.278
C 1.595 -0.131 0.310
O 2.769 -0.715 0.035
H -0.480 3.622 1.541
H -0.801 2.639 3.121
C -1.219 -4.318 0.154
O -0.268 -4.020 1.160
H -1.834 -5.158 0.485
H -1.856 -3.446 -0.015
H -0.701 -4.589 -0.769
H 0.263 -3.272 0.839
C 4.561 -1.551 -2.907
O 3.737 -2.487 -2.237
H 5.080 -2.056 -3.725
H 3.944 -0.745 -3.312
H 5.296 -1.145 -2.208
H 3.289 -2.010 -1.517
C 3.568 -5.364 -1.444
O 2.743 -6.300 -0.774
H 4.087 -5.869 -2.262
H 2.951 -4.558 -1.850
H 4.302 -4.958 -0.745
H 2.296 -5.823 -0.055
C -5.136 -5.520 -0.367
O -3.949 -5.353 0.386
H -4.886 -5.522 -1.430
H -5.605 -6.471 -0.104
H -5.821 -4.694 -0.157
H -4.203 -5.356 1.325
C 1.229 5.228 -0.274
O -0.073 4.834 -0.668
H 1.329 5.096 0.806
H 1.969 4.607 -0.785
H 1.384 6.280 -0.526
H -0.131 4.963 -1.630
C -2.312 3.541 5.728
O -1.097 4.131 5.305
H -2.785 3.051 4.874
H -2.107 2.799 6.504
H -2.978 4.315 6.117
H -0.700 4.557 6.084
C 4.921 7.054 -1.388
O 3.619 6.660 -1.782
H 5.021 6.922 -0.308
H 5.661 6.433 -1.899
H 5.076 8.106 -1.640
H 3.561 6.789 -2.744
C -6.164 -0.829 0.597
O -5.843 0.495 0.212
H -7.094 -1.127 0.107
H -5.361 -1.504 0.289
H -6.295 -0.873 1.681
H -5.014 0.731 0.662
C 4.948 -2.474 2.529
O 3.936 -3.057 1.729
H 5.679 -3.242 2.792
H 5.444 -1.679 1.968
H 4.504 -2.070 3.442
H 3.302 -2.352 1.512
C -8.904 -1.252 -2.881
O -7.689 -0.662 -3.304
H -9.377 -1.742 -3.735
H -8.699 -1.994 -2.105
H -9.570 -0.478 -2.492
H -7.292 -0.235 -2.525
C -6.456 -9.125 0.928
O -7.407 -8.086 1.062
H -5.509 -8.799 1.363
H -6.809 -10.015 1.455
H -6.309 -9.352 -0.131
H -8.237 -8.405 0.667
C 7.302 10.892 -1.255
O 6.477 9.956 -0.585
H 7.821 10.387 -2.073
H 6.685 11.697 -1.661
H 8.036 11.298 -0.556
H 6.030 10.432 0.134
C -0.478 -1.554 -3.559
O -1.303 -2.490 -2.889
H 0.041 -2.059 -4.377
H -1.095 -0.748 -3.965
H 0.256 -1.148 -2.860
H -1.750 -2.013 -2.170
C 6.359 0.335 4.076
O 5.037 0.072 4.511
H 6.929 -0.597 4.091
H 6.336 0.729 3.057
H 6.828 1.058 4.747
H 4.556 0.917 4.487
C -0.077 -0.128 4.800
O 0.243 1.196 4.415
H -1.007 -0.426 4.310
H 0.726 -0.802 4.492
H -0.209 -0.172 5.884
H 1.072 1.432 4.865
C -9.026 0.337 -6.114
O -10.421 0.557 -6.215
H -8.684 0.665 -5.129
H -8.814 -0.728 -6.235
H -8.509 0.912 -6.887
H -10.694 0.257 -7.098
C 8.491 -0.945 -2.798
O 8.361 0.464 -2.855
H 7.848 -1.329 -2.002
H 8.184 -1.380 -3.752
H 9.529 -1.208 -2.583
H 8.942 0.775 -3.570
*
```

## Properties
LUMO energy in eV: -2.4
Calculated total energy in Ha: -3000.63774
Orbital gap in eV: 6.662

Atom charges from the Löwdin analysis, given in e for atoms 1 to 99: O 0.066; N 0.030; O -0.019; C -0.004; C 0.050; C -0.100; C -0.613; O -0.125; I 0.810; C -0.145; O 0.047; O 0.031; C -0.108; O 0.027; H 0.101; H 0.119; C -0.158; O -0.135; H 0.060; H 0.066; H 0.083; H 0.056; C -0.148; O -0.148; H 0.081; H 0.076; H 0.069; H 0.040; C -0.172; O -0.136; H 0.080; H 0.056; H 0.072; H 0.073; C -0.138; O -0.149; H 0.087; H 0.057; H 0.075; H 0.093; C -0.167; O -0.206; H 0.058; H 0.078; H 0.073; H 0.087; C -0.155; O -0.144; H 0.073; H 0.079; H 0.079; H 0.087; C -0.155; O -0.146; H 0.083; H 0.078; H 0.060; H 0.086; C -0.160; O -0.137; H 0.068; H 0.075; H 0.079; H 0.034; C -0.162; O -0.130; H 0.085; H 0.074; H 0.064; H 0.042; C -0.165; O -0.142; H 0.077; H 0.070; H 0.082; H 0.078; C -0.173; O -0.141; H 0.080; H 0.075; H 0.078; H 0.084; C -0.162; O -0.141; H 0.081; H 0.076; H 0.076; H 0.087; C -0.160; O -0.128; H 0.083; H 0.077; H 0.056; H 0.061; C -0.164; O -0.145; H 0.083; H 0.078; H 0.077

---

(3)
Below is a 5-piece molecular cluster, H10O5 overall, with properties calculated with ωB97M-V/def2-TZVPD.

Structure (ORCA input):
```
! wB97M-V def2-TZVPD RIJCOSX def2/J DEFGRID3
* xyz 1 2
O 2.543 0.175 -2.277
H 1.764 -1.662 -1.963
H 3.300 0.430 -2.847
O 1.299 -2.289 -1.346
H 0.376 -1.687 -1.301
H 1.773 -2.013 -0.527
O -0.772 -0.944 -1.245
H -0.062 0.225 -1.277
O 0.627 1.112 -1.199
H 1.552 0.692 -1.506
H 0.519 1.931 -1.707
H -1.496 -0.854 -1.870
O -3.775 1.487 6.728
H -4.132 2.333 6.436
H -3.515 1.067 5.902
*
```

## Properties
⟨S²⟩: 0.753
LUMO energy (alpha / beta) in eV: -4.2 / -9.5
Calculated total energy in Ha: -381.77376
Orbital gap (alpha / beta) in eV: 8.792 / 3.454
Energy above the lowest of the compared OMol25 structures with the same formula, charge and spin in eV: 1.231

Electronic structure analysis, Löwdin charges in units of e: O 0.172; H 0.113; H 0.138; O 0.189; H 0.048; H 0.166; O -0.195; H 0.055; O 0.099; H 0.022; H 0.144; H 0.049; O -0.060; H 0.033; H 0.027

---

(4)
Below is a 2-piece molecular cluster, C25H51BrClF3N5O4P overall, with properties calculated with ωB97M-V/def2-TZVPD.

Structure (ORCA input):
```
! wB97M-V def2-TZVPD RIJCOSX def2/J DEFGRID3
* xyz 0 1
C 3.651 -0.879 2.771
C 2.289 -0.258 1.999
C 1.189 -1.461 1.647
Br -0.192 -1.751 3.114
C 0.678 -1.613 0.131
O 1.805 -1.412 -0.752
C 2.975 -2.196 -0.674
C 3.018 -3.158 -2.046
C 4.434 -1.375 -0.741
C 4.353 0.065 -1.503
F 4.175 0.004 -2.972
C 0.108 -3.122 -0.108
C 0.845 -4.419 0.532
F -1.282 -3.278 0.412
C -0.468 -0.477 -0.417
C 0.350 0.936 -0.833
C 0.966 1.091 -2.328
F 1.957 2.240 -2.180
N -1.564 -0.209 0.486
C -1.657 1.008 1.335
C -0.518 1.634 2.243
C -1.095 3.150 2.692
C -0.222 4.369 1.957
C -0.794 4.749 0.462
N 0.276 5.237 -0.500
C -2.941 -0.615 0.438
C -3.780 -1.582 -0.483
N -5.115 -1.867 0.257
C -6.104 -0.748 0.075
C -7.556 -1.209 0.750
C -5.667 -3.057 -0.557
C -6.473 -2.923 -1.977
O -5.452 -4.322 -0.107
P -0.919 -0.850 -2.295
O -1.734 -2.252 -2.669
Cl -2.414 0.709 -2.666
H 3.243 -1.252 3.827
H 4.074 -1.826 2.231
H 4.434 -0.035 2.985
H 2.766 0.225 1.032
H 1.905 0.514 2.788
H 1.900 -2.399 1.888
H 3.139 -2.941 0.208
H 1.969 -3.273 -2.551
H 3.509 -4.201 -1.744
H 3.716 -2.642 -2.865
H 4.925 -1.239 0.314
H 5.186 -2.057 -1.366
H 5.407 0.600 -1.326
H 3.570 0.718 -0.929
H 0.196 -3.305 -1.285
H 0.927 -4.340 1.717
H 0.131 -5.357 0.344
H 1.879 -4.713 0.040
H 1.221 1.188 -0.108
H -0.377 1.886 -0.818
H 1.642 0.236 -2.734
H 0.234 1.565 -3.144
H -2.564 0.954 2.120
H -2.024 1.880 0.598
H 0.527 1.878 1.797
H -0.313 1.134 3.308
H -1.050 3.274 3.870
H -2.222 3.270 2.316
H -0.271 5.345 2.603
H 0.920 4.070 1.842
H -1.549 5.651 0.618
H -1.341 3.846 -0.079
H -0.169 5.824 -1.254
H 0.748 4.412 -0.974
H -3.592 0.394 0.341
H -3.216 -1.000 1.543
H -3.415 -2.661 -0.724
H -4.173 -1.152 -1.528
H -5.729 0.153 0.761
H -6.206 -0.323 -1.008
H -8.418 -1.321 -0.035
H -7.885 -0.374 1.538
H -7.456 -2.209 1.394
H -6.346 -1.884 -2.522
H -7.645 -3.042 -1.790
H -6.202 -3.747 -2.776
H -1.785 -3.024 -2.074
N 4.959 3.696 -0.643
C 6.272 3.722 -0.934
N 7.050 4.229 0.038
O 6.721 3.317 -1.995
H 4.571 4.025 0.225
H 4.338 3.322 -1.349
H 8.045 4.266 -0.141
H 6.700 4.567 0.918
*
```

## Properties
LUMO energy in eV: 0.3
Calculated total energy in Ha: -5232.60377
Orbital gap in eV: 8.514

Electronic structure analysis, Löwdin charges in units of e: C -0.130; C -0.222; C -0.510; Br 0.692; C -0.324; O -0.153; C -0.330; C -0.057; C -0.109; C -0.143; F -0.114; C -0.224; C -0.058; F -0.098; C -0.367; C -0.163; C -0.216; F -0.190; N -0.189; C -0.237; C -0.209; C -0.185; C -0.195; C -0.289; N -0.065; C -0.234; C -0.192; N -0.120; C -0.255; C -0.106; C -0.300; C -0.045; O -0.052; P 0.809; O -0.364; Cl 0.225; H 0.089; H 0.063; H 0.088; H 0.093; H 0.092; H 0.077; H 0.127; H 0.081; H 0.096; H 0.092; H 0.103; H 0.133; H 0.137; H 0.095; H 0.134; H 0.092; H 0.113; H 0.085; H 0.099; H 0.108; H 0.098; H 0.110; H 0.151; H 0.118; H 0.074; H 0.087; H 0.112; H 0.115; H 0.105; H 0.106; H 0.125; H 0.095; H 0.071; H 0.058; H 0.119; H 0.153; H 0.109; H 0.099; H 0.126; H 0.115; H 0.070; H 0.082; H 0.101; H 0.079; H 0.102; H 0.100; H 0.047; N 0.158; C -0.729; N 0.146; O 0.021; H 0.097; H 0.096; H 0.111; H 0.095